1.
{"formula": "C2H4N2O", "method": "ωB97M-V/def2-TZVPD", "spin_multiplicity": 3, "e_above_lowest_ev": 1.520, "e_homo_ev": [-7.3, -11.1], "species": ["C", "C", "N", "N", "O", "H", "H", "H", "H"], "xyz": [[-0.49804, 1.18828, 1.20443], [-0.76830, -0.51268, -0.57046], [2.45055, -0.71612, 0.15065], [-0.12544, 0.32239, 0.41499], [1.72254, 0.00907, -0.38744], [0.05952, 1.92136, 1.79295], [-0.13682, -0.58442, -1.54880], [-0.84210, -1.54539, -0.20797], [-1.86190, -0.08249, -0.84834]], "forces_ev_per_a": [[-0.50, -0.85, -1.23], [-1.89, 0.59, -1.94], [-0.38, 0.56, -0.43], [-1.71, 1.31, 1.25], [2.93, -0.85, -0.28], [0.34, -0.43, 0.02], [-1.13, 0.47, 1.88], [-0.13, 0.33, 0.07], [2.49, -1.12, 0.67]]}



2.
{"formula": "C2H4N2O2", "method": "ωB97M-V/def2-TZVPD", "e_above_lowest_ev": 9.473, "e_homo_ev": [-9.9, -10.0], "species": ["C", "C", "N", "N", "O", "O", "H", "H", "H", "H"], "xyz": [[1.01498, 0.07849, -0.59908], [-0.02870, 0.17750, 0.42142], [0.83809, -0.97089, 0.38082], [-1.38199, 0.15641, 0.08452], [-2.08215, 1.11747, 0.29850], [-1.74504, -0.89872, -0.37684], [0.74715, -0.08724, -1.60257], [1.87198, 0.58065, -0.42397], [0.37836, 1.74733, 1.58152], [0.38732, -1.90100, 0.23568]], "forces_ev_per_a": [[-1.83, -1.70, -0.12], [4.30, 2.17, 2.47], [-1.53, 0.14, 1.38], [-1.71, 0.15, 0.38], [0.10, 0.16, -0.15], [-0.81, -0.92, -0.74], [-0.48, -0.18, -1.19], [2.60, 1.79, 0.25], [-0.94, -3.02, -1.85], [0.30, 1.41, -0.43]]}